{"formula": "C33H81BF4N5O5", "method": "ωB97M-V/def2-TZVPD", "species": ["C", "C", "C", "N", "C", "C", "C", "C", "C", "H", "H", "H", "H", "H", "H", "H", "H", "H", "H", "H", "H", "H", "H", "H", "H", "H", "H", "C", "C", "C", "N", "C", "C", "C", "C", "C", "H", "H", "H", "H", "H", "H", "H", "H", "H", "H", "H", "H", "H", "H", "H", "H", "H", "H", "C", "N", "C", "C", "C", "C", "O", "H", "H", "H", "H", "H", "H", "H", "H", "H", "H", "H", "H", "H", "H", "C", "N", "C", "C", "C", "C", "O", "H", "H", "H", "H", "H", "H", "H", "H", "H", "H", "H", "H", "H", "H", "C", "N", "C", "C", "C", "C", "O", "H", "H", "H", "H", "H", "H", "H", "H", "H", "H", "H", "H", "H", "H", "B", "F", "F", "F", "F", "C", "C", "O", "O", "H", "H", "H"], "positions_angstrom": [[0.069, 2.766, 4.546], [0.034, 1.193, 4.593], [-1.034, 0.629, 3.646], [-1.354, -0.896, 3.912], [0.021, -1.635, 3.852], [-2.037, -1.124, 5.217], [-2.802, -2.449, 5.001], [-2.704, -2.703, 3.469], [-2.208, -1.451, 2.781], [1.009, 3.185, 4.904], [-0.693, 3.242, 5.162], [-0.099, 3.261, 3.590], [-0.096, 0.871, 5.626], [1.073, 0.906, 4.427], [-0.811, 0.671, 2.580], [-2.002, 1.116, 3.764], [-0.205, -2.698, 3.770], [0.517, -1.467, 4.808], [0.584, -1.369, 2.958], [-1.259, -1.124, 5.981], [-2.607, -0.201, 5.317], [-2.240, -3.246, 5.489], [-3.823, -2.324, 5.363], [-2.075, -3.590, 3.385], [-3.733, -2.942, 3.201], [-1.498, -1.557, 1.961], [-2.904, -0.616, 2.699], [4.116, 3.086, 2.936], [4.147, 3.906, 1.606], [2.790, 4.123, 1.022], [2.682, 4.442, -0.532], [3.416, 5.651, -1.061], [1.158, 4.540, -0.818], [1.086, 4.287, -2.374], [2.290, 3.373, -2.653], [3.168, 3.254, -1.412], [3.571, 2.143, 2.880], [3.826, 3.558, 3.874], [5.135, 2.762, 3.146], [4.793, 3.453, 0.854], [4.580, 4.901, 1.709], [2.255, 4.854, 1.627], [2.227, 3.201, 1.168], [4.482, 5.469, -0.921], [3.148, 6.509, -0.445], [3.216, 5.869, -2.110], [0.815, 5.505, -0.448], [0.618, 3.743, -0.306], [1.016, 5.250, -2.880], [0.126, 3.806, -2.558], [2.989, 3.714, -3.417], [1.912, 2.406, -2.985], [4.227, 3.203, -1.663], [2.902, 2.470, -0.704], [-4.854, 3.147, 0.170], [-3.374, 2.901, -0.024], [-3.128, 1.388, -0.322], [-2.911, 3.779, -1.242], [-2.632, 3.176, 1.377], [-2.634, 4.615, 1.926], [-1.799, 5.282, 1.136], [-5.333, 2.640, -0.667], [-5.016, 4.212, 0.334], [-5.080, 2.605, 1.088], [-3.492, 1.178, -1.328], [-3.739, 0.870, 0.418], [-2.117, 1.034, -0.123], [-1.823, 3.715, -1.251], [-3.183, 4.826, -1.107], [-3.431, 3.409, -2.126], [-1.619, 2.781, 1.303], [-3.080, 2.510, 2.114], [-2.135, 4.490, 2.887], [-3.598, 4.905, 2.344], [-1.511, 6.053, 1.629], [-2.547, -4.396, -2.182], [-2.883, -2.902, -2.455], [-1.813, -2.041, -1.699], [-2.742, -2.658, -4.009], [-4.342, -2.597, -2.182], [-4.954, -3.254, -0.915], [-4.386, -2.790, 0.242], [-3.271, -4.977, -2.752], [-2.501, -4.616, -1.115], [-1.588, -4.552, -2.678], [-1.900, -2.187, -0.623], [-2.080, -1.028, -2.000], [-0.769, -2.164, -1.989], [-3.221, -1.735, -4.335], [-3.133, -3.482, -4.606], [-1.690, -2.564, -4.276], [-4.942, -2.889, -3.043], [-4.313, -1.508, -2.127], [-4.775, -4.322, -0.795], [-6.037, -3.371, -0.954], [-4.844, -2.042, 0.632], [3.014, -2.434, -2.698], [3.787, -3.732, -3.025], [5.029, -3.818, -2.129], [2.882, -4.930, -2.732], [4.158, -3.858, -4.533], [4.933, -2.677, -5.059], [4.061, -1.597, -5.187], [3.661, -1.599, -2.967], [2.767, -2.401, -1.637], [2.151, -2.492, -3.361], [5.584, -4.745, -2.276], [4.616, -3.779, -1.121], [5.442, -2.819, -2.263], [1.855, -4.759, -3.054], [2.888, -5.023, -1.646], [3.224, -5.871, -3.164], [3.186, -3.913, -5.024], [4.766, -4.761, -4.575], [5.476, -2.922, -5.973], [5.651, -2.284, -4.339], [4.211, -1.171, -6.034], [1.076, 0.380, 0.015], [0.361, 1.356, -0.625], [1.987, -0.120, -0.850], [1.808, 0.867, 1.109], [0.313, -0.650, 0.415], [0.606, -4.154, 0.236], [0.051, -5.548, 0.543], [0.147, -6.386, -0.344], [-0.470, -5.868, 1.645], [0.391, -3.408, 1.002], [0.119, -3.932, -0.713], [1.679, -4.322, 0.151]], "mulliken_charge": [-1.14, -0.53, 0.01, 0.25, -0.96, -0.55, -0.73, -0.77, 0.24, 0.42, 0.44, -0.06, 0.34, 0.45, 0.03, 0.14, 0.50, 0.40, 0.17, 0.43, 0.40, 0.33, 0.33, 0.28, 0.38, -0.26, 0.36, -1.23, -0.52, 0.08, 0.16, -0.99, 0.28, -0.67, -0.71, -0.52, 0.22, 0.36, 0.42, 0.28, 0.44, 0.60, -0.41, 0.39, 0.37, 0.39, 0.58, -0.59, 0.41, 0.29, 0.37, 0.35, 0.47, 0.15, -0.92, 0.27, -0.84, -1.08, 0.10, -0.91, -0.40, 0.40, 0.39, 0.37, 0.39, 0.47, 0.05, 0.42, 0.37, 0.44, -0.02, 0.28, 0.32, 0.43, 0.34, -1.22, 0.26, -1.09, -0.87, -0.26, -0.95, -0.35, 0.42, 0.49, 0.46, 0.43, 0.56, 0.13, 0.40, 0.40, 0.30, 0.47, 0.23, 0.37, 0.48, 0.28, -1.25, 0.09, -0.87, -0.77, -0.39, -0.60, -0.48, 0.48, 0.48, 0.33, 0.35, 0.36, 0.43, 0.29, 0.29, 0.38, 0.39, 0.43, 0.51, 0.21, 0.32, -0.31, -0.12, -0.13, -0.33, 0.28, 0.73, 0.26, -0.71, -0.75, -0.26, -0.44, 0.13], "charge": 3, "lumo_energy_ev": -6.480, "homo_lumo_gap_ev": 5.201}


{"formula": "C8H12O2", "method": "ωB97M-V/def2-TZVPD", "species": ["C", "O", "H", "H", "H", "H", "C", "C", "C", "C", "C", "C", "C", "O", "H", "H", "H", "H", "H", "H", "H", "H"], "positions_angstrom": [[1.614, 1.309, 3.267], [1.627, 0.928, 1.902], [1.251, 1.667, 1.355], [0.628, 1.558, 3.784], [2.326, 2.104, 3.415], [1.966, 0.355, 3.715], [-1.925, 0.115, 0.904], [1.022, -1.170, -1.208], [0.565, -0.922, -2.475], [0.158, -0.783, -0.126], [-1.118, -0.301, -0.296], [-0.773, -0.411, -2.622], [-1.661, -0.240, -1.577], [1.359, -1.208, -3.531], [1.913, -1.795, -1.020], [0.594, -0.893, 0.882], [-1.153, -0.114, -3.580], [0.962, -0.887, -4.442], [-2.745, -0.617, 0.959], [-2.413, 1.164, 0.606], [-2.789, 0.004, -1.765], [-1.407, 0.138, 1.855]], "mulliken_charge": [-0.59, -0.43, 0.27, 0.25, 0.28, 0.22, -1.32, -0.50, 0.76, -0.34, 0.68, -0.40, -0.62, -0.57, 0.37, 0.23, 0.23, 0.32, 0.34, 0.28, 0.27, 0.28], "charge": 0, "lumo_energy_ev": 0.828, "smiles": "Cc1ccc(O)cc1.CO", "relative_energy_kj_mol": 135.8, "homo_lumo_gap_ev": 8.943}


{"formula": "C4H12S2", "method": "ωB97M-V/def2-TZVPD", "species": ["C", "S", "S", "H", "H", "H", "H", "C", "C", "C", "H", "H", "H", "H", "H", "H", "H", "H"], "positions_angstrom": [[0.218, -3.006, -4.025], [0.310, -1.343, -3.209], [0.455, -1.597, -0.986], [0.422, -2.839, -5.081], [-0.771, -3.448, -3.925], [0.960, -3.629, -3.532], [1.455, -0.876, -0.338], [-0.739, 2.662, 1.581], [-0.153, 1.277, 1.344], [0.040, 0.542, 2.689], [-0.912, 3.171, 0.638], [-0.051, 3.321, 2.121], [-1.573, 2.693, 2.286], [0.843, 1.327, 0.903], [-0.818, 0.722, 0.688], [-0.956, 0.334, 3.077], [0.550, -0.385, 2.431], [0.721, 1.073, 3.337]], "mulliken_charge": [-0.73, -0.35, -0.56, 0.22, 0.22, 0.21, -0.02, -1.28, -0.02, -1.05, 0.33, 0.33, 0.33, 0.25, 0.23, 0.33, 0.22, 0.33], "charge": -1, "spin_multiplicity": 2, "lumo_energy_ev": [3.561, 3.528], "relative_energy_kj_mol": 22.8, "homo_lumo_gap_ev": [4.104, 6.521]}


Record-wise F_max values, in hartree/bohr: 0.0944, 0.0659, 0.0538